Density functional theory data (the ωB97M-V functional and the def2-TZVPD basis) for the molecule C4H6S2 in a non-equilibrium geometry.

Structure (XYZ):
```
12
Properties=species:S:1:pos:R:3:mulliken_charge:R:1
H 0.55874 1.94489 -1.48958 0.17
C -0.88897 0.21075 -2.19652 -0.40
C 0.50862 -0.16182 1.78076 -0.71
H -0.22544 -0.37063 -2.91789 0.29
C 0.13669 -0.22625 0.33447 0.45
H -0.35703 0.12129 2.35809 0.35
H -2.03883 -0.04468 -2.09517 0.28
S 1.47521 -1.60665 2.75405 -0.19
C -0.48293 0.09764 -0.75059 -0.38
S -0.66694 2.03610 -2.58016 -0.25
H 1.40706 0.68636 2.15045 0.25
H 0.57384 -2.68700 2.65209 0.14
```

Calculated values
Total energy = -25910.9563 eV
Maximum force = 6.045 eV Å⁻¹
HOMO = -9.231 eV
SMILES = SCC#CCS
Kohn-Sham gap = 9.49 eV
Energy relative to the best compared isomer or geometry (same formula, charge and spin) = 100.0 kcal per mole

***

Density functional theory data (the ωB97M-V functional and the def2-TZVPD basis) for the molecule C4H6S2 in a non-equilibrium geometry.

Structure (XYZ):
```
12
Properties=species:S:1:pos:R:3:mulliken_charge:R:1
H 1.01277 1.40421 1.03863 0.27
S 0.60433 -1.41812 -1.26452 -0.13
H -0.87778 -1.83766 0.68982 0.41
C -0.43132 -1.03759 0.07083 -0.19
C 1.08810 0.97218 0.01326 -0.62
C -1.38627 0.17191 -0.16067 -0.72
S -0.38882 1.56282 -0.83241 -0.15
H -1.82789 0.44467 0.76021 0.35
H 1.95820 1.32932 -0.55911 0.40
H -2.25249 -0.07495 -0.78673 0.38
C 0.91073 -0.52903 0.22849 -0.58
H 1.59044 -0.98775 0.80219 0.56
```

Calculated values
Total energy = -25914.8247 eV
Maximum force = 3.643 eV Å⁻¹
HOMO = -8.418 eV
SMILES = C1SC[C@H]2S[C@@H]12
Kohn-Sham gap = 9.30 eV
Energy relative to the best compared isomer or geometry (same formula, charge and spin) = 10.8 kcal per mole

***

Density functional theory data (the ωB97M-V functional and the def2-TZVPD basis) for the molecule C4H6S2 in a non-equilibrium geometry.

Structure (XYZ):
```
12
Properties=species:S:1:pos:R:3:mulliken_charge:R:1
H 1.28659 0.44318 -0.46110 0.21
H -0.26198 1.02224 2.08108 0.34
H -0.81032 -1.07396 0.80814 0.30
H -0.77693 0.35673 -2.16786 0.45
H -1.53756 -0.90925 -1.12304 0.18
H 1.30994 1.14519 1.05641 0.28
C 0.21930 0.70856 1.09965 -0.67
S -0.76607 1.49099 -0.16530 -0.11
S 1.25005 -1.91541 0.03370 -0.16
C -0.61153 -0.06856 -1.24766 -0.61
C 0.13294 -0.62191 0.76009 -0.29
C 0.56557 -0.57780 -0.67411 0.08
```

Calculated values
Total energy = -25910.9946 eV
Maximum force = 7.445 eV Å⁻¹
HOMO = -8.888 eV
SMILES = C1SC[C@@H]2S[C@@H]12
Kohn-Sham gap = 9.42 eV
Energy relative to the best compared isomer or geometry (same formula, charge and spin) = 99.1 kcal per mole

***

Density functional theory data (the ωB97M-V functional and the def2-TZVPD basis) for a structure of composition C4H6S2 in a non-equilibrium geometry.

Structure (XYZ):
```
12
Properties=species:S:1:pos:R:3:mulliken_charge:R:1
H -0.02832 1.45810 0.65201 0.30
C 0.36663 -1.11746 0.86399 -0.58
H -0.04268 -0.79761 1.82167 0.33
H -1.79021 -0.05236 -1.91055 0.16
S 1.79157 -0.09457 0.43291 -0.09
C -0.83385 -0.96118 -0.12968 -0.26
S -0.07989 1.40802 -1.51087 -0.05
H 0.93011 -2.01760 0.95313 0.36
C -0.93466 0.00127 -1.06891 -0.17
H -1.49116 -1.83521 -0.26952 0.29
H 1.30782 2.62962 0.22020 0.31
C 0.80463 1.37898 -0.05439 -0.60
```

Calculated values
Total energy = -25913.1106 eV
Maximum force = 6.213 eV Å⁻¹
HOMO = -8.474 eV
Kohn-Sham gap = 9.22 eV
Energy relative to the best compared isomer or geometry (same formula, charge and spin) = 50.3 kcal per mole

***

Density functional theory data (the ωB97M-V functional and the def2-TZVPD basis) for a structure of composition C4H7AgO2 in a non-equilibrium geometry.

Structure (XYZ):
```
14
Properties=species:S:1:pos:R:3:mulliken_charge:R:1
C -1.62266 0.90846 -0.11691 -0.99
C -0.28137 -1.44186 -0.48805 0.14
C -0.56235 2.62756 1.21719 -0.16
O 0.53560 2.84634 0.63475 -0.50
C -1.32007 -0.45651 -0.06759 -0.11
H -0.47946 1.90533 2.05959 0.44
O 0.95518 -1.20605 -0.02538 -0.59
H -1.47406 1.39521 -1.08842 0.38
H -0.60592 -2.48980 -0.37008 0.39
H -1.95160 -0.94826 0.68775 0.27
H -2.52251 1.19580 0.43518 0.41
Ag 1.18101 0.58262 0.61204 0.69
H -0.67252 -0.78279 -1.52436 0.26
H -1.36209 3.39307 1.14516 0.36
```

Calculated values
Total energy = -12341.6727 eV
Maximum force = 5.081 eV Å⁻¹
Net charge = +1
Expectation value of S² = 0.7606
HOMO (alpha / beta) = -14.232 / -14.210 eV
Kohn-Sham gap (alpha / beta) = 8.89 / 6.91 eV
Energy relative to the best compared isomer or geometry (same formula, charge and spin) = 81.1 kcal per mole
2S+1 = 2

***

Density functional theory data (the ωB97M-V functional and the def2-TZVPD basis) for the molecule C4H7BN2 in a non-equilibrium geometry.

Structure (XYZ):
```
14
Properties=species:S:1:pos:R:3:mulliken_charge:R:1
H 2.92083 0.93645 -0.19076 0.33
N -0.77260 -1.05789 -0.30129 -0.05
C 1.00918 1.75448 -0.05121 -0.60
H -3.22213 -0.06481 0.34744 0.23
H 2.46631 -1.30586 0.29064 0.27
H -1.26033 -1.84623 -0.66819 0.24
H 0.43021 -2.44795 -0.03487 0.26
H 0.94839 2.76083 -0.16789 0.39
C 1.59456 -0.66774 0.25957 -0.47
N -2.55590 0.67260 0.11820 -0.27
H -2.69924 1.62787 0.53571 0.24
B -1.24188 0.25287 -0.02135 -0.28
C 1.88531 0.75304 -0.10809 -0.23
C 0.49730 -1.36766 -0.00792 -0.06
```

Calculated values
Total energy = -7914.8490 eV
Maximum force = 6.114 eV Å⁻¹
HOMO (alpha / beta) = -7.376 / -7.373 eV
Kohn-Sham gap (alpha / beta) = 7.72 / 7.72 eV
Energy relative to the best compared isomer or geometry (same formula, charge and spin) = 101.9 kcal per mole

***

Density functional theory data (the ωB97M-V functional and the def2-TZVPD basis) for the molecule C4H7BO2 in a non-equilibrium geometry.

Structure (XYZ):
```
14
Properties=species:S:1:pos:R:3:mulliken_charge:R:1
C 1.37758 -0.47634 0.82882 -1.01
H -1.80588 -0.86548 -0.07354 0.36
C -0.49688 1.25609 0.30934 -0.31
H -0.50749 -1.31911 -1.17197 0.25
B -0.03195 2.40343 -0.57375 0.56
H -1.55051 1.21021 0.57652 0.27
H 2.10459 0.21894 1.21007 0.30
H -0.62491 -2.07584 0.42447 0.40
C 0.16109 -0.08553 0.43930 0.88
H 1.67791 -1.50568 0.76927 0.29
H 0.66809 3.80174 -1.74003 0.31
O 0.01542 2.60821 0.74522 -0.49
O 0.25891 2.93574 -1.75014 -0.47
C -0.75705 -1.14831 -0.12359 -1.34
```

Calculated values
Total energy = -9033.1034 eV
Maximum force = 1.238 eV Å⁻¹
HOMO = -8.918 eV
SMILES = C=C(C)[C@H]1OB1O
Kohn-Sham gap = 9.31 eV
Energy relative to the best compared isomer or geometry (same formula, charge and spin) = 27.9 kcal per mole

***

Density functional theory data (the ωB97M-V functional and the def2-TZVPD basis) for a cluster of 2 separate species, C4H7Br in total in a non-equilibrium geometry.

Structure (XYZ):
```
12
Properties=species:S:1:pos:R:3:mulliken_charge:R:1
H 1.44502 0.87457 1.30240 0.29
C -0.52598 -0.12818 0.60851 -0.15
H 0.73818 -2.05436 1.38827 0.40
C 0.07517 -0.95721 -0.49871 -0.25
H -0.75884 -0.23011 -4.09259 0.22
H 0.15392 -0.99544 -1.52720 0.32
H -0.01767 1.36810 2.00637 0.42
Br -1.80306 -1.27550 -3.82690 -0.21
C 0.32443 1.05757 1.12562 -1.19
H 0.26120 2.02974 0.56949 0.28
C 0.26039 -1.41433 0.72621 -0.56
H -1.49639 -0.15873 0.85719 0.44
```

Calculated values
Total energy = -74300.3525 eV
Maximum force = 5.692 eV Å⁻¹
HOMO = -9.285 eV
SMILES = CC1C=C1.Br
Kohn-Sham gap = 9.77 eV
Energy relative to the best compared isomer or geometry (same formula, charge and spin) = 75.7 kcal per mole

***

What did the fifth record say?
Density functional theory data (the ωB97M-V functional and the def2-TZVPD basis) for a structure of composition C4H7AgO2 in a non-equilibrium geometry.

Structure (XYZ):
```
14
Properties=species:S:1:pos:R:3:mulliken_charge:R:1
C -1.62266 0.90846 -0.11691 -0.99
C -0.28137 -1.44186 -0.48805 0.14
C -0.56235 2.62756 1.21719 -0.16
O 0.53560 2.84634 0.63475 -0.50
C -1.32007 -0.45651 -0.06759 -0.11
H -0.47946 1.90533 2.05959 0.44
O 0.95518 -1.20605 -0.02538 -0.59
H -1.47406 1.39521 -1.08842 0.38
H -0.60592 -2.48980 -0.37008 0.39
H -1.95160 -0.94826 0.68775 0.27
H -2.52251 1.19580 0.43518 0.41
Ag 1.18101 0.58262 0.61204 0.69
H -0.67252 -0.78279 -1.52436 0.26
H -1.36209 3.39307 1.14516 0.36
```

Calculated values
Total energy = -12341.6727 eV
Maximum force = 5.081 eV Å⁻¹
Net charge = +1
Expectation value of S² = 0.7606
HOMO (alpha / beta) = -14.232 / -14.210 eV
Kohn-Sham gap (alpha / beta) = 8.89 / 6.91 eV
Energy relative to the best compared isomer or geometry (same formula, charge and spin) = 81.1 kcal per mole
2S+1 = 2